1.
Below is C5H7BrS as an isolated structure, with properties calculated with ωB97M-V/def2-TZVPD.

Element x y z (Å)
C (-0.323, -0.108, 1.207)
C (0.201, -0.496, -1.192)
C (-0.918, -0.369, -0.125)
C (0.168, 1.223, 0.601)
C (1.020, 0.757, -0.561)
S (-1.468, 1.377, -0.204)
Br (2.812, 0.203, 0.017)
H (-1.155, 0.262, 1.848)
H (0.508, -0.761, 1.631)
H (0.822, -1.443, -1.192)
H (-0.088, -0.421, -2.387)
H (-1.695, -1.135, -0.239)
H (0.496, 2.140, 1.164)
H (1.067, 1.480, -1.492)

Computed properties:
E_tot = -3166.8530 Eh
HOMO-LUMO gap = 9.68 eV
maximum force = 3.98 eV/Å
E_LUMO = 0.0272 Eh
charge = 0
energy above the lowest of the compared OMol25 structures with the same formula, charge and spin = 62.1 kJ/mol


2.
Below is C44H46BiBrN4O7S4 as an isolated structure, with properties calculated with ωB97M-V/def2-TZVPD.

Element x y z (Å)
Bi (0.352, 0.275, 2.002)
C (-1.063, 1.339, 5.274)
N (-1.641, 1.348, 3.929)
C (-2.851, 0.545, 3.863)
C (-2.588, -0.915, 4.212)
N (-1.509, -1.502, 3.414)
C (-2.011, -2.016, 2.128)
C (-0.779, -2.504, 4.147)
C (-1.441, -3.649, 4.584)
C (-0.796, -4.630, 5.315)
C (0.553, -4.464, 5.611)
C (1.222, -3.336, 5.177)
C (0.577, -2.325, 4.446)
S (1.531, -0.898, 4.054)
C (-1.721, 2.652, 3.367)
C (-2.938, 3.272, 3.100)
C (-2.980, 4.540, 2.538)
C (-1.802, 5.210, 2.247)
C (-0.585, 4.582, 2.471)
C (-0.526, 3.299, 3.005)
S (1.036, 2.482, 3.135)
H (-1.847, 1.549, 6.019)
H (-0.281, 2.087, 5.352)
H (-0.606, 0.373, 5.488)
H (-3.256, 0.619, 2.856)
H (-3.615, 0.919, 4.567)
H (-3.527, -1.464, 4.052)
H (-2.335, -1.014, 5.268)
H (-2.385, -1.190, 1.519)
H (-2.830, -2.736, 2.272)
H (-1.209, -2.517, 1.589)
H (-2.489, -3.768, 4.330)
H (-1.332, -5.513, 5.640)
H (1.087, -5.222, 6.173)
H (2.274, -3.206, 5.398)
H (-3.866, 2.751, 3.283)
H (-3.941, 4.988, 2.316)
H (-1.828, 6.198, 1.804)
H (0.344, 5.062, 2.188)
C (3.780, -2.216, -4.620)
C (4.784, -1.424, -3.772)
C (5.405, -0.336, -4.649)
C (5.908, -2.366, -3.314)
C (4.078, -0.844, -2.549)
C (3.473, -1.696, -1.631)
C (2.863, -1.191, -0.508)
Br (2.057, -2.476, 0.619)
C (2.798, 0.186, -0.188)
O (2.269, 0.619, 0.941)
C (3.378, 1.058, -1.144)
C (4.003, 0.508, -2.269)
C (3.412, 2.601, -1.080)
C (4.876, 3.073, -1.039)
C (2.731, 3.163, -2.342)
C (2.708, 3.228, 0.121)
H (4.278, -2.672, -5.482)
H (2.989, -1.557, -4.985)
H (3.305, -3.007, -4.039)
H (5.896, -0.800, -5.509)
H (6.155, 0.240, -4.101)
H (4.648, 0.355, -5.026)
H (6.446, -2.772, -4.176)
H (5.511, -3.201, -2.735)
H (6.617, -1.829, -2.680)
H (3.435, -2.766, -1.793)
H (4.444, 1.200, -2.974)
H (5.443, 2.750, -1.915)
H (5.371, 2.677, -0.150)
H (4.913, 4.166, -0.993)
H (3.277, 2.922, -3.256)
H (2.659, 4.252, -2.269)
H (1.723, 2.754, -2.434)
H (3.169, 2.933, 1.059)
H (1.656, 2.951, 0.176)
H (2.775, 4.319, 0.027)
O (-0.563, 1.915, 0.170)
C (-1.756, 1.825, -0.165)
N (-2.709, 1.164, 0.493)
S (-4.157, 1.322, -0.202)
O (-5.058, 2.080, 0.642)
O (-4.657, 0.066, -0.697)
C (-3.616, 2.347, -1.549)
C (-4.319, 2.918, -2.591)
C (-3.600, 3.684, -3.502)
C (-2.224, 3.859, -3.362)
C (-1.536, 3.280, -2.303)
C (-2.259, 2.525, -1.399)
H (-5.386, 2.771, -2.694)
H (-4.117, 4.148, -4.333)
H (-1.685, 4.450, -4.093)
H (-0.467, 3.394, -2.176)
O (-2.106, -0.495, -2.311)
C (-1.855, -1.661, -2.046)
N (-0.817, -2.125, -1.310)
S (-0.727, -3.719, -1.314)
O (-0.785, -4.288, 0.016)
O (0.338, -4.227, -2.154)
C (-2.271, -4.016, -2.159)
C (-2.915, -5.193, -2.490)
C (-4.098, -5.094, -3.215)
C (-4.601, -3.849, -3.591)
C (-3.934, -2.678, -3.249)
C (-2.760, -2.784, -2.527)
H (-2.517, -6.152, -2.184)
H (-4.637, -5.994, -3.488)
H (-5.526, -3.796, -4.155)
H (-4.312, -1.699, -3.515)

Computed properties:
E_tot = -6831.5486 Eh
HOMO-LUMO gap = 7.01 eV
maximum force = 0.37 eV/Å
E_LUMO = 0.1508 Eh
charge = -2
energy above the lowest of the compared OMol25 structures with the same formula, charge and spin = 0.0 kJ/mol


3.
Below is C8H10NO3S as an isolated structure, with properties calculated with ωB97M-V/def2-TZVPD.

Element x y z (Å)
C (1.419, -1.877, -0.378)
C (1.397, -0.671, -3.634)
C (2.274, -2.356, -1.558)
C (0.478, 0.578, -0.825)
C (1.909, -1.009, -2.139)
C (0.136, 0.926, 0.720)
C (-1.006, -0.020, 1.202)
C (-0.556, 2.386, 0.716)
N (1.197, -0.607, -1.050)
O (1.939, -1.354, -4.502)
O (0.959, -2.378, 0.603)
O (0.411, 0.079, -3.687)
S (1.632, 0.898, 1.872)
H (3.326, -2.163, -1.328)
H (2.082, -3.239, -2.194)
H (-0.536, 0.401, -1.250)
H (0.962, 1.487, -1.351)
H (-1.913, 0.124, 0.618)
H (-1.284, 0.349, 2.155)
H (-0.715, -1.098, 1.308)
H (0.056, 3.202, 0.255)
H (-0.692, 2.572, 1.809)
H (-1.496, 2.333, 0.106)

Computed properties:
E_tot = -989.4662 Eh
HOMO-LUMO gap = 4.78 eV
maximum force = 3.99 eV/Å
E_LUMO = 0.0543 Eh
charge = -1
energy above the lowest of the compared OMol25 structures with the same formula, charge and spin = 148.1 kJ/mol


4.
Below is a 2-piece molecular cluster, CH4F3NO2SSi overall, with properties calculated with ωB97M-V/def2-TZVPD.

Element x y z (Å)
C (-1.772, -0.332, 0.178)
N (1.605, 1.061, 1.272)
O (2.460, 1.345, -1.113)
O (2.698, -0.804, 0.043)
F (-1.434, 0.814, 0.810)
F (-3.087, -0.503, 0.078)
F (-1.375, -1.325, 0.972)
Si (-0.702, -0.734, -1.438)
S (1.882, 0.374, -0.233)
H (0.698, 1.668, 1.260)
H (1.750, 0.515, 2.128)
H (-1.256, -2.117, -1.623)
H (-1.466, 0.038, -2.334)

Computed properties:
E_tot = -1232.8959 Eh
HOMO-LUMO gap (alpha / beta) = 7.15 / 7.36 eV
maximum force = 3.08 eV/Å
E_LUMO (alpha / beta) = -0.0964 / -0.0940 Eh
charge = 0
energy above the lowest of the compared OMol25 structures with the same formula, charge and spin = 273.9 kJ/mol


5.
Below is a 2-piece molecular cluster, C9H14O overall, with properties calculated with ωB97M-V/def2-TZVPD.

Element x y z (Å)
C (1.738, 1.045, 0.332)
C (-0.685, 1.157, -0.385)
C (0.253, 1.074, 0.624)
C (-2.044, 1.328, -0.067)
C (-0.182, 1.078, 1.945)
C (-2.464, 1.293, 1.243)
C (-1.534, 1.129, 2.257)
O (-3.816, 1.401, 1.492)
H (-0.460, 1.151, -1.446)
H (-2.728, 1.491, -0.889)
H (1.946, 0.478, -0.566)
H (2.277, 0.474, 1.099)
H (0.531, 1.107, 2.765)
H (-1.870, 0.866, 3.257)
H (-3.911, 1.656, 2.418)
H (2.118, 2.064, 0.235)
C (0.606, -2.381, -1.766)
C (2.150, -2.361, -1.736)
H (0.196, -1.425, -2.057)
H (0.229, -3.027, -2.562)
H (0.214, -2.583, -0.779)
H (2.451, -3.399, -1.688)
H (2.563, -1.655, -1.031)
H (2.422, -1.959, -2.695)

Computed properties:
E_tot = -426.5559 Eh
HOMO-LUMO gap = 9.44 eV
maximum force = 1.92 eV/Å
E_LUMO = 0.0333 Eh
SMILES = Cc1ccc(O)cc1.CC
charge = 0
energy above the lowest of the compared OMol25 structures with the same formula, charge and spin = 44.4 kJ/mol


6.
Below is one molecule with the formula C12H15NOS, with properties calculated with ωB97M-V/def2-TZVPD.

Element x y z (Å)
O (-2.090, 2.090, 1.157)
C (-0.754, 2.237, 1.138)
C (-0.244, 3.534, 1.102)
C (1.116, 3.761, 1.105)
C (2.000, 2.692, 1.146)
C (1.510, 1.403, 1.140)
C (0.137, 1.148, 1.112)
C (-0.348, -0.238, 1.115)
N (0.196, -1.120, 0.268)
C (-0.206, -2.508, 0.271)
C (-1.300, -2.741, -0.781)
C (-1.096, -1.778, -1.956)
C (0.393, -1.504, -2.144)
H (0.565, -0.904, -3.037)
H (0.919, -2.452, -2.275)
C (0.937, -0.747, -0.921)
H (2.001, -0.974, -0.783)
H (0.835, 0.330, -1.072)
H (-1.524, -2.197, -2.866)
H (-1.605, -0.832, -1.755)
H (-2.281, -2.578, -0.336)
H (-1.250, -3.776, -1.120)
H (0.682, -3.106, 0.046)
H (-0.562, -2.773, 1.267)
S (-1.526, -0.691, 2.205)
H (2.193, 0.567, 1.183)
H (3.065, 2.864, 1.178)
H (1.491, 4.773, 1.091)
H (-0.949, 4.350, 1.093)
H (-2.304, 1.174, 1.431)

Computed properties:
E_tot = -994.4593 Eh
HOMO-LUMO gap = 8.53 eV
maximum force = 0.72 eV/Å
E_LUMO = 0.0100 Eh
SMILES = Oc1ccccc1C(=S)N1CCCCC1
charge = 0
energy above the lowest of the compared OMol25 structures with the same formula, charge and spin = 0.0 kJ/mol